[1]
{"formula": "C34H27BClFeN10OSe", "method": "ωB97M-V/def2-TZVPD", "multiplicity": 2, "homo_lumo_gap_ev": [6.6, 6.2], "s2": 0.764, "symbols": ["Se", "Fe", "Cl", "O", "N", "N", "N", "N", "N", "N", "N", "N", "N", "N", "C", "C", "C", "C", "C", "C", "C", "C", "C", "C", "C", "C", "C", "C", "C", "C", "C", "C", "C", "C", "C", "C", "C", "C", "C", "C", "C", "C", "C", "C", "C", "C", "C", "C", "B", "H", "H", "H", "H", "H", "H", "H", "H", "H", "H", "H", "H", "H", "H", "H", "H", "H", "H", "H", "H", "H", "H", "H", "H", "H", "H", "H"], "xyz": [[-1.134, 0.374, 2.669], [1.239, 0.234, -0.604], [2.669, -5.519, 3.722], [1.307, -0.331, 1.361], [2.636, -1.075, -0.743], [2.788, 1.568, -0.886], [-1.336, 1.818, -0.543], [-0.345, -1.223, -0.728], [-4.175, 1.741, -1.454], [-1.583, -0.673, -0.720], [-0.053, 1.719, -0.137], [-0.963, 0.676, -2.728], [0.372, 0.482, -2.645], [-3.320, 0.759, -1.825], [-0.987, 3.518, 0.817], [-1.812, -2.679, 0.161], [-2.388, 0.936, 6.601], [-1.344, 0.767, -4.016], [-0.228, 0.618, -4.808], [3.884, 2.875, -3.114], [4.368, 0.679, -4.147], [3.195, -0.583, -1.916], [3.826, 1.467, -3.106], [-5.292, 0.162, -2.620], [3.446, 3.569, -2.029], [-3.976, -0.204, -2.529], [2.928, 2.870, -0.923], [1.730, -2.956, 3.780], [2.666, -3.722, 1.709], [3.225, 0.861, -1.980], [0.818, 0.440, -3.896], [2.389, -2.470, 1.116], [2.330, -3.966, 3.001], [-5.355, 1.389, -1.927], [4.352, -0.677, -4.046], [-1.950, 0.144, 4.359], [-3.414, -1.101, 5.827], [-2.779, -0.958, 4.602], [2.845, -2.214, -0.203], [-3.225, -0.152, 6.825], [-1.919, 2.899, 0.012], [-1.751, 1.083, 5.378], [-0.486, -2.440, -0.210], [0.157, 2.730, 0.695], [-2.473, -1.521, -0.178], [1.685, -1.448, 1.851], [1.418, -1.749, 3.224], [3.775, -1.304, -2.924], [-1.844, 0.678, -1.446], [1.096, 2.813, 1.217], [-3.725, -0.263, 7.779], [-2.238, 1.672, 7.382], [-1.098, 1.927, 5.193], [-6.092, -0.369, -3.109], [-3.511, -1.249, -0.077], [3.774, -2.386, -2.861], [1.859, 0.278, -4.113], [-4.064, -1.950, 6.004], [0.351, -3.110, -0.130], [2.650, 3.409, -0.030], [-6.211, 2.025, -1.758], [-2.917, -1.691, 3.817], [-2.220, -3.572, 0.605], [-2.375, 0.941, -4.276], [3.430, -2.980, -0.718], [1.522, -3.141, 4.826], [4.803, 1.169, -5.011], [-3.457, -1.074, -2.900], [0.972, -0.972, 3.831], [-0.173, 0.630, -5.883], [3.162, -4.492, 1.128], [3.512, 4.647, -1.991], [-1.119, 4.410, 1.405], [4.793, -1.282, -4.828], [-2.945, 3.132, -0.208], [4.304, 3.385, -3.973]], "forces_ev_per_angstrom": [[-0.3, 0.1, 0.3], [-2.6, -0.5, 1.9], [0.0, 0.1, 0.0], [0.4, 0.4, -0.2], [-0.3, 0.6, -1.7], [-0.2, -0.5, -1.3], [-0.3, 0.0, -0.1], [0.0, 0.2, 0.6], [0.0, -0.1, -0.1], [-0.1, 0.1, -0.2], [-0.1, 0.0, 0.2], [0.0, 0.0, 0.1], [0.6, 0.2, -0.1], [0.0, -0.2, 0.0], [0.0, 0.1, 0.0], [0.0, -0.1, 0.0], [0.0, 0.0, 0.0], [0.0, 0.0, 0.1], [0.1, 0.0, 0.0], [0.0, 0.0, -0.1], [0.0, 0.1, -0.1], [1.0, 0.2, -0.3], [-0.1, 0.1, 0.3], [-0.1, 0.1, 0.0], [0.1, 0.1, 0.2], [0.1, 0.1, 0.1], [0.1, 0.1, 0.3], [0.0, 0.0, -0.1], [0.1, 0.0, -0.2], [1.2, -0.4, -0.2], [-0.1, 0.0, 0.0], [-0.4, -0.1, 0.1], [0.0, -0.1, 0.2], [0.0, -0.1, 0.0], [0.0, -0.2, 0.0], [0.0, -0.1, -0.1], [0.0, 0.0, 0.0], [0.0, 0.0, 0.1], [0.3, -0.3, 0.5], [0.0, 0.0, 0.0], [0.1, 0.0, 0.0], [-0.1, 0.0, 0.0], [0.0, 0.0, -0.1], [0.1, 0.0, 0.1], [0.0, 0.0, -0.1], [0.2, -0.1, -0.2], [0.1, 0.1, 0.1], [-0.1, -0.3, 0.0], [0.2, 0.1, 0.1], [0.0, 0.0, 0.0], [0.0, 0.0, 0.0], [0.0, 0.0, 0.0], [0.0, 0.0, 0.0], [0.0, 0.0, 0.0], [0.0, 0.0, 0.0], [0.0, 0.0, 0.0], [0.0, 0.0, 0.0], [0.0, 0.0, 0.0], [0.0, 0.1, 0.1], [-0.2, 0.1, -0.1], [0.0, 0.0, 0.0], [0.0, 0.0, 0.0], [0.0, 0.1, 0.0], [0.0, 0.0, 0.0], [0.2, 0.1, 0.2], [0.0, 0.0, 0.0], [0.0, 0.0, 0.1], [0.0, 0.0, 0.0], [0.0, 0.0, 0.0], [0.0, 0.0, 0.1], [0.0, 0.0, 0.0], [0.0, 0.0, 0.0], [0.0, -0.1, 0.0], [-0.1, 0.0, 0.0], [0.0, 0.0, 0.0], [0.0, 0.0, 0.0]], "lowdin_spin": [0.68, 0.00, 0.00, 0.04, 0.00, 0.00, 0.00, 0.00, 0.00, 0.00, 0.00, 0.00, 0.00, 0.00, 0.01, 0.00, -0.01, 0.00, 0.00, 0.00, 0.00, 0.00, 0.00, 0.00, 0.00, 0.00, 0.00, 0.00, 0.00, 0.00, 0.00, 0.00, 0.00, 0.00, 0.00, 0.05, -0.01, 0.05, 0.00, 0.06, 0.01, 0.05, 0.00, 0.00, 0.00, 0.01, 0.02, 0.00, 0.00, 0.00, 0.00, 0.00, 0.00, 0.00, 0.00, 0.00, 0.00, 0.00, 0.00, 0.00, 0.00, 0.00, 0.00, 0.00, 0.00, 0.00, 0.00, 0.00, 0.02, 0.00, 0.00, 0.00, 0.00, 0.00, 0.00, 0.00]}

[2]
{"formula": "C34H27F4N8OPb", "method": "ωB97M-V/def2-TZVPD", "total_charge": 3, "homo_lumo_gap_ev": [1.3, 1.3], "symbols": ["Pb", "F", "F", "F", "F", "O", "N", "N", "N", "N", "N", "N", "N", "N", "C", "C", "C", "C", "C", "C", "C", "C", "C", "C", "C", "C", "C", "C", "C", "C", "C", "C", "C", "C", "C", "C", "C", "C", "C", "C", "C", "C", "C", "C", "C", "C", "C", "C", "H", "H", "H", "H", "H", "H", "H", "H", "H", "H", "H", "H", "H", "H", "H", "H", "H", "H", "H", "H", "H", "H", "H", "H", "H", "H", "H"], "xyz": [[-0.095, 1.284, 1.588], [-0.151, -2.368, -3.713], [-0.433, -3.650, -6.095], [-4.394, -5.670, -4.428], [-4.044, -4.432, -2.105], [-0.324, 3.257, 2.747], [-0.313, 2.270, -0.737], [-0.117, -0.874, -1.069], [-3.074, -3.312, 0.545], [-1.287, -4.870, -8.740], [1.745, 0.374, -0.289], [0.404, -1.284, 1.749], [2.154, 1.298, 2.431], [-4.654, -6.843, -7.172], [-0.881, -1.807, -1.405], [4.676, 1.317, 3.586], [-0.622, 3.631, -3.134], [-1.788, -2.733, -1.611], [1.731, 1.153, -1.537], [-1.329, -3.853, -5.148], [-3.340, -4.896, -4.292], [-1.312, 3.145, -0.906], [-1.172, -3.216, -3.938], [1.918, -2.948, 0.949], [-2.158, 4.759, 2.986], [3.566, 1.750, 4.304], [0.296, -1.956, 2.889], [2.333, 1.726, 3.687], [-1.875, -5.077, -7.776], [-3.763, -6.173, -6.899], [-2.521, -3.068, -0.420], [4.491, 0.870, 2.290], [0.978, -3.140, 3.135], [-1.505, 3.844, -2.081], [1.819, -3.636, 2.154], [1.248, -0.983, -0.505], [-2.669, -5.327, -6.642], [-3.157, -4.261, -3.070], [-2.058, -3.413, -2.861], [-2.442, -4.717, -5.383], [0.551, 2.076, -1.737], [0.420, 2.736, -2.955], [-1.641, 3.025, 4.755], [3.080, 0.350, 0.332], [1.190, -1.780, 0.790], [3.210, 0.871, 1.743], [-1.032, 3.919, 3.678], [-0.106, 5.015, 4.318], [-0.864, 2.573, 5.369], [3.660, 2.100, 5.319], [-2.700, 5.326, 3.733], [1.445, 2.062, 4.196], [-0.671, 5.563, 5.065], [1.804, 0.489, -2.410], [-1.735, 5.433, 2.251], [-0.362, -1.530, 3.629], [5.329, 0.523, 1.701], [-2.218, 2.222, 4.294], [-0.737, 4.154, -4.070], [2.400, -4.530, 2.318], [5.661, 1.322, 4.026], [0.260, 5.698, 3.558], [2.610, 1.803, -1.559], [0.740, 4.511, 4.776], [3.479, -0.671, 0.335], [-2.326, 4.537, -2.178], [-1.971, 3.282, -0.064], [-2.300, 3.590, 5.406], [-2.828, 4.055, 2.501], [-0.418, 0.105, -1.176], [1.134, 2.561, -3.746], [2.554, -3.320, 0.160], [1.860, -1.533, -1.244], [0.857, -3.648, 4.077], [3.778, 0.935, -0.276]], "forces_ev_per_angstrom": [[-1.3, 2.1, 1.7], [-0.3, -0.5, -0.4], [-0.4, -0.1, 0.4], [0.5, 0.4, 0.1], [0.2, -0.1, -0.5], [1.7, -2.6, -2.2], [0.4, 0.0, -0.5], [-1.0, -0.5, -0.5], [-0.5, -0.2, 1.0], [0.4, 0.1, -0.6], [-0.2, -0.1, -0.3], [0.3, -0.8, -0.3], [0.2, -0.1, -0.4], [-0.6, -0.5, -0.2], [0.6, 0.8, 0.2], [-0.3, 0.0, -0.1], [0.0, -0.1, 0.3], [-0.1, 0.1, 0.8], [0.2, 0.3, -0.2], [0.6, 0.4, -0.2], [-0.6, -0.4, 0.2], [-0.2, 0.1, -0.1], [0.0, 0.1, 0.2], [-0.1, 0.2, -0.2], [0.4, -1.0, 0.5], [0.1, -0.1, -0.1], [0.0, -0.1, -0.1], [0.0, 0.1, 0.3], [-0.1, 0.0, 0.4], [0.4, 0.3, 0.2], [0.4, 0.3, -0.7], [-0.3, 0.0, 0.0], [0.2, -0.1, -0.1], [0.1, -0.1, -0.1], [-0.1, 0.2, 0.1], [1.4, -0.5, 0.7], [-0.1, 0.3, 0.5], [0.0, 0.2, 0.4], [0.1, -0.5, -1.4], [0.0, -0.1, -0.1], [-0.3, 0.3, -0.3], [0.0, -0.1, 0.1], [0.2, 0.0, -0.2], [0.5, -0.2, 0.0], [0.1, -0.4, 0.2], [0.4, -0.1, 0.2], [-1.2, 2.7, 0.7], [-0.3, -1.0, 0.0], [0.1, -0.1, 0.1], [0.0, 0.0, 0.1], [-0.2, 0.2, 0.0], [-0.2, 0.2, 0.0], [0.1, 0.1, 0.2], [0.2, 0.0, 0.0], [0.1, 0.1, -0.1], [-0.1, 0.1, 0.2], [0.0, 0.0, 0.0], [-0.1, 0.0, -0.1], [0.0, 0.1, -0.1], [0.0, -0.1, 0.0], [0.1, 0.0, 0.1], [0.0, 0.0, -0.1], [0.0, -0.2, 0.0], [0.2, 0.1, 0.2], [0.0, 0.1, -0.1], [-0.1, 0.1, 0.1], [-0.1, 0.1, 0.2], [-0.1, 0.0, 0.1], [-0.4, 0.0, -0.2], [-0.5, 0.3, 0.0], [0.1, 0.0, -0.1], [0.1, 0.0, -0.1], [-0.2, 0.2, 0.1], [0.0, -0.1, 0.1], [-0.2, -0.2, 0.0]], "mulliken_charge": [1.56, -0.20, -0.25, -0.22, -0.25, -0.73, -0.05, 0.42, -0.31, -0.19, 0.61, -0.07, 0.19, -0.18, 1.25, -0.40, -0.42, 0.26, -1.34, -0.04, 0.41, -0.24, 0.24, -0.63, -1.55, -0.92, -0.52, -0.01, -0.27, -0.23, -0.66, -1.09, -0.72, -0.84, -0.70, -0.34, 1.39, 0.05, 0.69, 0.03, 0.93, -1.26, -1.55, -1.56, -0.33, 1.01, 1.29, -1.42, 0.33, 0.47, 0.46, 0.29, 0.43, 0.36, 0.36, 0.56, 0.49, 0.29, 0.48, 0.52, 0.46, 0.40, 0.76, 0.29, 0.49, 0.46, 0.39, 0.44, 0.30, -0.05, 0.51, 0.59, 0.75, 0.51, 0.84]}

[3]
{"formula": "C34H27N6Ru", "method": "ωB97M-V/def2-TZVPD", "total_charge": -2, "multiplicity": 6, "homo_lumo_gap_ev": [2.9, 5.6], "s2": 8.813, "symbols": ["Ru", "N", "N", "N", "N", "N", "N", "C", "C", "C", "C", "C", "C", "C", "C", "C", "C", "C", "C", "C", "C", "C", "C", "C", "C", "C", "C", "C", "C", "C", "C", "C", "C", "C", "C", "C", "C", "C", "C", "C", "C", "H", "H", "H", "H", "H", "H", "H", "H", "H", "H", "H", "H", "H", "H", "H", "H", "H", "H", "H", "H", "H", "H", "H", "H", "H", "H", "H"], "xyz": [[0.170, -0.024, -0.043], [2.485, 0.410, 1.671], [-3.031, 4.604, -5.932], [-1.479, -1.179, -0.477], [1.762, 1.004, 0.693], [-0.264, -0.515, 1.870], [-2.651, -1.013, 0.227], [-5.546, -0.049, 4.069], [-0.683, 2.190, -5.010], [-2.712, -0.626, 1.552], [-1.617, 1.697, -2.353], [-0.139, 1.012, -4.276], [-3.178, -1.966, -1.725], [-4.166, -0.239, 3.494], [-1.768, -0.295, 3.751], [-3.041, -0.180, 4.318], [2.338, 1.678, -4.882], [3.597, 1.140, 1.941], [3.588, 2.229, 1.100], [-1.830, 2.825, -4.513], [0.536, -2.336, 3.273], [0.556, 0.443, -2.011], [-0.461, 1.020, -2.799], [4.034, -3.601, 4.052], [-1.814, -1.767, -1.649], [-2.308, 2.540, -3.201], [1.370, 0.687, -4.310], [-3.704, -1.478, -0.531], [3.044, 0.304, -2.493], [0.749, -1.189, 2.481], [3.624, 1.657, -4.441], [2.425, 2.101, 0.345], [-1.553, -0.504, 2.394], [2.899, -2.737, 3.559], [1.569, -3.085, 3.797], [2.115, -0.803, 2.299], [1.695, 0.385, -2.856], [-3.992, -0.450, 2.141], [-2.492, 3.803, -5.286], [3.140, -1.600, 2.813], [4.015, 0.874, -3.315], [-0.487, -2.642, 3.445], [-0.334, 2.409, -6.013], [-6.309, -0.480, 3.419], [-3.190, 3.065, -2.854], [3.737, -4.167, 4.937], [-1.042, -1.981, -2.367], [4.912, -3.005, 4.307], [4.336, -4.321, 3.285], [-3.151, -0.014, 5.385], [-5.623, -0.524, 5.050], [5.058, 0.868, -3.016], [4.270, 0.875, 2.735], [2.039, 2.721, -0.445], [-4.870, -0.478, 1.508], [1.339, -3.977, 4.372], [4.329, 3.008, 1.046], [-5.779, 1.013, 4.194], [3.313, -0.058, -1.506], [-3.738, -2.393, -2.539], [-1.890, 1.620, -1.304], [2.020, 2.331, -5.687], [1.510, -0.252, -4.881], [-4.721, -1.460, -0.190], [4.165, -1.321, 2.590], [-0.651, 0.114, -4.685], [4.369, 2.296, -4.910], [-0.896, -0.207, 4.391]], "forces_ev_per_angstrom": [[-0.2, -0.1, -0.4], [0.3, 0.6, 0.0], [0.1, 0.0, 0.1], [0.0, 0.1, -0.2], [0.8, 0.0, 0.1], [0.5, -0.1, 0.5], [-0.2, -0.1, 0.3], [0.0, 0.1, 0.0], [0.4, 0.1, -0.1], [0.5, -0.1, -0.1], [-0.2, -0.1, 0.1], [-0.1, 0.1, -0.1], [0.2, 0.0, 0.0], [0.2, 0.0, 0.1], [0.2, 0.1, -0.3], [-0.3, 0.0, 0.1], [-0.1, 0.1, 0.0], [-0.3, 0.1, -0.1], [0.3, 0.0, 0.2], [-0.1, -0.2, 0.3], [0.1, -0.3, 0.2], [-0.6, 0.2, -0.7], [0.4, 0.0, 0.1], [-0.1, 0.0, -0.2], [-0.3, -0.1, 0.0], [0.2, 0.0, -0.2], [0.0, 0.0, 0.0], [-0.2, 0.0, -0.1], [-0.1, -0.2, 0.0], [-0.1, 0.5, -0.1], [0.1, 0.1, -0.1], [-0.3, -0.1, -0.1], [-0.6, -0.1, 0.3], [0.1, -0.1, 0.2], [-0.1, 0.2, -0.2], [-0.3, -0.8, 0.4], [0.3, 0.1, 0.2], [-0.3, 0.0, -0.1], [-0.2, 0.2, -0.2], [-0.1, 0.2, -0.3], [0.1, 0.0, -0.1], [0.0, 0.1, 0.0], [0.0, 0.0, 0.0], [0.0, 0.0, 0.0], [0.0, 0.0, 0.0], [0.0, 0.0, 0.0], [0.0, 0.1, 0.0], [0.0, 0.0, 0.0], [0.1, 0.0, 0.1], [0.0, 0.0, 0.0], [0.0, 0.0, 0.0], [0.0, 0.0, 0.0], [0.0, -0.1, 0.0], [0.0, -0.1, -0.1], [0.0, 0.0, 0.0], [0.0, 0.0, 0.0], [0.0, 0.0, 0.0], [0.0, 0.0, 0.0], [0.0, 0.0, 0.0], [0.0, 0.0, 0.0], [-0.1, 0.0, 0.0], [0.0, 0.0, 0.0], [0.0, 0.0, 0.1], [0.1, 0.0, 0.1], [0.0, 0.0, 0.0], [0.0, 0.0, 0.1], [0.0, 0.0, 0.0], [0.0, 0.0, 0.0]], "lowdin_spin": [1.74, 0.01, 0.04, 0.14, 0.01, 0.04, 0.04, 0.00, 0.37, 0.12, 0.12, 0.09, 0.05, 0.02, 0.04, 0.11, 0.20, 0.00, 0.00, 0.12, 0.01, 0.07, 0.19, 0.00, 0.10, 0.17, 0.06, 0.18, 0.08, 0.02, 0.05, 0.00, 0.04, 0.02, 0.00, 0.03, 0.16, 0.09, 0.03, 0.00, 0.22, 0.00, 0.02, 0.00, 0.01, 0.00, 0.01, 0.00, 0.00, 0.01, 0.00, 0.02, 0.00, 0.00, 0.02, 0.00, 0.00, 0.00, 0.00, 0.00, 0.01, 0.02, 0.03, 0.03, 0.00, 0.05, 0.00, 0.00]}

The DFT total energy results, record by record, are as follows: -6084.93923 -2416.22776 -1735.05430 hartree.
The relative energy (zero: lowest compared OMol25 entry of this formula, charge and spin) results, record by record, are as follows: 34.6 36.2 30.4 kcal/mol.